(1)
{"formula": "C4H7O3P", "method": "ωB97M-V with the def2-TZVPD basis set", "symbols": ["P", "O", "O", "O", "C", "C", "C", "C", "H", "H", "H", "H", "H", "H", "H"], "positions_angstrom": [[-4.38, -0.12, 0.08], [-4.34, -1.30, 1.00], [-5.10, 1.05, 0.69], [-4.26, -0.23, -1.42], [-0.73, -1.13, -0.34], [-0.55, 0.33, 0.04], [-1.64, 1.11, 0.40], [0.95, 0.74, -0.19], [1.33, 1.48, 0.59], [-0.48, -1.21, -1.45], [-1.36, 2.29, 0.54], [1.53, -0.11, -0.04], [0.05, -1.72, 0.13], [1.11, 1.13, -1.16], [-1.68, -1.63, -0.14]], "e_tot_ev": -19691.26099, "e_above_lowest_ev": 2.058, "homo_ev": 0.851, "charge": -2}



(2)
{"formula": "C19H32AlF9O13S3", "method": "ωB97M-V with the def2-TZVPD basis set", "symbols": ["S", "S", "S", "Al", "F", "F", "F", "F", "F", "F", "F", "F", "F", "O", "O", "O", "O", "O", "O", "O", "O", "O", "O", "O", "O", "O", "C", "C", "C", "C", "C", "C", "C", "C", "C", "C", "C", "C", "C", "C", "C", "C", "C", "C", "C", "H", "H", "H", "H", "H", "H", "H", "H", "H", "H", "H", "H", "H", "H", "H", "H", "H", "H", "H", "H", "H", "H", "H", "H", "H", "H", "H", "H", "H", "H", "H", "H"], "positions_angstrom": [[8.24, -13.20, 8.55], [4.23, -14.78, 2.22], [1.63, -12.62, 4.69], [5.55, -13.96, 6.13], [1.53, -9.87, 5.02], [7.55, -14.76, 10.54], [3.02, -13.60, 0.20], [2.12, -10.48, 3.12], [8.61, -12.87, 11.04], [5.07, -13.20, 0.25], [-0.02, -10.62, 3.62], [3.85, -12.23, 1.68], [9.77, -14.58, 10.20], [1.26, -13.48, 3.54], [6.92, -12.58, 8.56], [4.08, -11.82, 7.46], [8.17, -14.27, 7.56], [9.35, -12.28, 8.22], [5.05, -14.25, 3.37], [3.06, -12.72, 5.05], [4.95, -15.86, 1.54], [0.68, -12.81, 5.75], [6.28, -11.36, 4.88], [7.14, -16.30, 5.43], [2.90, -15.25, 2.70], [7.95, -13.44, 4.50], [8.56, -13.94, 10.21], [3.10, -11.22, 9.59], [4.02, -13.35, 1.01], [8.42, -16.69, 6.03], [8.93, -17.97, 5.26], [9.97, -12.51, 3.80], [7.19, -10.26, 5.20], [7.93, -13.38, 3.08], [6.99, -17.10, 4.28], [6.33, -9.01, 5.01], [7.83, -18.40, 4.38], [4.51, -10.44, 7.70], [5.42, -10.85, 3.84], [9.27, -13.10, 5.04], [5.12, -9.38, 4.12], [2.88, -12.00, 8.32], [1.27, -10.74, 4.05], [9.38, -13.38, 2.65], [3.93, -10.02, 9.05], [8.05, -18.64, 3.34], [6.00, -8.71, 6.00], [9.82, -14.38, 2.69], [5.10, -8.71, 3.26], [2.02, -11.68, 7.74], [7.26, -16.53, 3.39], [7.40, -14.25, 2.71], [9.26, -18.76, 5.94], [11.05, -12.57, 3.83], [4.18, -9.32, 4.67], [7.67, -10.38, 6.17], [5.96, -17.40, 4.43], [5.83, -10.98, 2.84], [3.22, -9.23, 8.83], [9.56, -12.98, 1.66], [9.64, -11.50, 3.53], [8.06, -10.19, 4.55], [9.26, -12.38, 5.87], [3.66, -11.90, 10.23], [2.75, -13.06, 8.53], [7.55, -12.44, 2.68], [5.60, -10.44, 7.76], [2.12, -10.99, 10.01], [4.65, -9.63, 9.77], [6.98, -8.23, 4.61], [4.47, -11.37, 3.78], [9.78, -17.68, 4.64], [8.42, -16.78, 7.12], [9.78, -14.00, 5.39], [7.24, -19.20, 4.82], [4.09, -9.83, 6.90], [9.21, -15.94, 6.03]], "e_tot_ev": -110396.52954, "s2": 0.759, "multiplicity": 2, "homo_ev": [-6.155, -6.028], "charge": -1}



(3)
{"formula": "C5H10N5O", "method": "ωB97M-V with the def2-TZVPD basis set", "symbols": ["O", "N", "N", "N", "N", "N", "C", "C", "C", "C", "C", "H", "H", "H", "H", "H", "H", "H", "H", "H", "H"], "positions_angstrom": [[1.81, -1.50, -0.95], [-1.18, 1.09, 1.01], [-1.89, 1.93, 0.28], [-1.97, 0.35, 1.69], [0.96, 0.35, -0.08], [-3.22, 0.66, 1.35], [2.01, -0.52, -1.99], [1.04, -1.88, 1.19], [1.52, 0.76, -1.37], [-3.12, 1.69, 0.45], [1.23, -0.90, 0.11], [0.50, -1.57, 2.07], [-3.95, 2.14, -0.18], [0.27, 0.88, 0.48], [3.04, -0.66, -2.17], [-4.03, 0.29, 1.90], [0.65, 1.21, -1.90], [2.16, 1.53, -1.11], [1.57, -0.83, -2.87], [0.61, -2.75, 0.74], [1.99, -2.26, 1.36]], "e_tot_ev": -14831.64748, "e_above_lowest_ev": 5.656, "s2": 2.007, "multiplicity": 3, "homo_ev": [-9.562, -15.037], "charge": 1}



(4)
{"formula": "C4H16NO3", "method": "ωB97M-V with the def2-TZVPD basis set", "symbols": ["O", "O", "O", "N", "C", "C", "C", "C", "H", "H", "H", "H", "H", "H", "H", "H", "H", "H", "H", "H", "H", "H", "H", "H"], "positions_angstrom": [[-0.30, -0.14, 2.58], [-0.39, -1.08, 0.20], [4.09, -0.62, -0.09], [1.37, 0.18, -1.07], [-4.20, -0.77, -1.26], [-4.91, -1.06, -0.16], [1.83, 2.52, -0.59], [0.98, 1.29, -0.24], [2.37, 0.05, -0.78], [0.75, -0.65, -0.79], [-4.52, -0.58, 0.75], [-0.48, -0.87, 3.17], [1.63, 3.45, -0.08], [-0.50, -0.33, 1.64], [-4.04, -1.40, -2.12], [0.16, -1.89, 0.21], [1.26, 1.19, 0.84], [1.97, 2.68, -1.68], [4.60, -0.23, 0.62], [2.87, 2.23, -0.32], [-5.58, -1.92, -0.09], [-3.41, -0.01, -1.25], [4.43, -1.42, -0.51], [-0.08, 1.57, -0.37]], "e_tot_ev": -12025.06214, "e_above_lowest_ev": 9.571, "homo_ev": -12.730, "charge": 1}



What is the formula in the fourth record? C4H16NO3